Density functional theory data (wB97M-V/def2-TZVPD) for a molecular structure, C10H19ErNO4.

```
35
Properties=species:S:1:pos:R:3:nbo_charge:R:1
C 1.75 1.20 1.03 -0.63
C 1.44 1.40 -0.50 -0.23
C 2.00 0.15 -1.35 -0.64
C -0.08 1.67 -0.88 -0.42
C -1.09 1.92 0.29 -0.18
C -2.21 2.93 -0.27 -0.61
C -1.88 0.56 0.75 -0.11
O -1.78 0.30 2.14 0.09
O -0.76 -0.52 2.47 -0.17
C -1.11 -1.92 2.36 0.91
O -1.64 -2.40 3.27 -0.32
O -0.87 -2.70 1.24 -0.45
C 0.36 -2.39 0.60 -0.15
C 0.43 -3.00 -0.85 0.15
N -0.52 -3.72 -1.36 -0.40
H 2.88 1.24 1.13 0.26
H 1.47 0.19 1.43 0.18
H 1.36 1.99 1.70 0.25
H 2.05 2.27 -0.86 0.26
H 2.97 0.46 -1.82 0.26
H 2.24 -0.74 -0.69 0.16
H 1.26 -0.20 -2.12 0.17
H -0.50 0.85 -1.53 0.20
H -0.09 2.60 -1.52 0.29
H -0.68 2.43 1.19 0.27
H -2.19 2.94 -1.39 0.23
H -2.03 3.97 0.08 0.28
H -3.25 2.65 0.04 0.24
H -1.49 -0.27 0.10 0.21
H -2.98 0.61 0.52 0.29
H 1.28 -2.78 1.13 0.25
H 0.51 -1.28 0.46 0.24
H 1.35 -2.76 -1.51 -0.05
H -0.22 -3.99 -2.33 0.25
Er 2.02 -3.63 -2.93 1.94
```

Values from the calculation:
**Multiplicity**: 4
**Orbital gap (alpha / beta)**: 6.82 / 5.81 eV
**Net charge**: +3
**E_tot**: -1761.64318 Eh

Density functional theory data (wB97M-V/def2-TZVPD) for a single C7H8 molecule.

```
15
Properties=species:S:1:pos:R:3:nbo_charge:R:1
C 0.59 -0.25 -1.51 -0.57
C 0.23 0.06 -0.05 -0.21
C 1.44 0.69 0.67 -0.58
C -0.99 0.90 0.03 0.01
C -2.14 1.23 0.21 -0.23
C -0.30 -1.15 0.63 0.01
C -1.08 -1.93 1.12 -0.23
H -0.26 -0.69 -2.03 0.23
H 1.43 -0.95 -1.55 0.22
H 0.89 0.67 -2.03 0.21
H 1.74 1.61 0.16 0.22
H 1.20 0.93 1.71 0.22
H 2.28 -0.01 0.66 0.22
H -3.17 1.40 0.43 0.24
H -1.86 -2.51 1.55 0.24
```

Values from the calculation:
**Structure (SMILES)**: C#CC(C)(C)C#C
**ΔE to the lowest compared entry with this formula, charge and spin**: 98.4 kcal/mol
**Orbital gap**: 10.35 eV
**E_tot**: -271.37459 Eh

Density functional theory data (wB97M-V/def2-TZVPD) for a single C22H28N6O3 molecule.

```
59
Properties=species:S:1:pos:R:3:nbo_charge:R:1
C -9.41 -0.17 -0.01 -0.24
O -8.05 -0.43 0.21 -0.54
C -7.26 0.73 0.19 -0.05
C -5.81 0.34 0.42 -0.42
H -5.74 -0.22 1.36 0.20
C -4.89 1.56 0.47 -0.22
N -3.51 1.18 0.67 -0.61
C -2.56 1.38 -0.28 0.68
O -2.77 1.94 -1.33 -0.63
C -1.21 0.87 0.09 -0.36
C -0.15 1.22 -0.69 0.00
C 1.23 0.88 -0.51 -0.38
C 1.73 -0.27 0.13 0.51
N 2.97 -0.28 0.66 -0.57
C 3.80 0.69 0.41 0.44
N 3.50 1.71 -0.46 -0.39
C 4.42 2.65 -0.80 0.05
C 5.67 2.63 -0.27 -0.28
C 6.01 1.63 0.67 -0.14
C 5.10 0.68 1.02 -0.04
C 5.39 -0.41 1.99 -0.63
H 4.69 -0.36 2.82 0.23
H 5.25 -1.38 1.52 0.23
H 6.40 -0.33 2.37 0.21
H 6.99 1.63 1.10 0.22
H 6.39 3.38 -0.55 0.23
H 4.07 3.39 -1.51 0.26
C 2.16 1.87 -0.96 0.67
O 1.93 2.83 -1.68 -0.61
N 1.04 -1.42 0.24 -0.39
C 1.53 -2.50 1.06 -0.23
H 2.29 -2.11 1.74 0.25
H 0.68 -2.89 1.63 0.22
C 2.11 -3.62 0.20 -0.23
N 1.08 -4.09 -0.71 -0.44
C 1.52 -5.24 -1.48 -0.40
H 1.79 -6.04 -0.80 0.20
H 2.38 -5.02 -2.13 0.16
H 0.69 -5.58 -2.11 0.20
C 0.64 -3.00 -1.56 -0.23
C 0.05 -1.87 -0.71 -0.23
H -0.26 -1.06 -1.36 0.23
H -0.82 -2.25 -0.16 0.22
H -0.13 -3.38 -2.24 0.21
H 1.47 -2.60 -2.17 0.16
H 2.42 -4.45 0.83 0.21
H 3.00 -3.24 -0.34 0.17
H -0.36 1.94 -1.48 0.27
C -1.09 0.10 1.25 0.29
N -1.05 -0.49 2.24 -0.35
H -3.28 0.68 1.51 0.41
H -4.93 2.10 -0.48 0.23
H -5.20 2.23 1.28 0.19
H -5.49 -0.33 -0.38 0.21
H -7.59 1.43 0.98 0.16
H -7.36 1.25 -0.78 0.16
H -9.58 0.29 -0.99 0.16
H -9.92 -1.13 0.03 0.19
H -9.82 0.50 0.76 0.16
```

Values from the calculation:
**Structure (SMILES)**: COCCCNC(=O)/C(C#N)=C/c1c(N2CCN(C)CC2)nc2c(C)cccn2c1=O
**ΔE to the lowest compared entry with this formula, charge and spin**: 65.9 kcal/mol
**Orbital gap**: 7.57 eV
**E_tot**: -1409.39788 Eh

Density functional theory data (wB97M-V/def2-TZVPD) for 2 unconnected molecules or ions with the total composition C4H8NO2.

```
15
Properties=species:S:1:pos:R:3:nbo_charge:R:1
O 0.17 2.72 0.23 -0.77
C 1.26 2.68 0.82 0.63
O 1.57 2.10 1.89 -0.81
H 2.11 3.25 0.34 0.00
C -1.22 -1.43 -1.77 -0.62
C -0.40 -1.51 -0.51 -0.38
C -0.40 -0.51 0.39 0.06
N 0.37 -0.40 1.52 -0.85
H -1.47 -0.40 -2.02 0.21
H -0.66 -1.86 -2.60 0.19
H -2.17 -1.96 -1.70 0.18
H 0.25 -2.36 -0.33 0.17
H -1.09 0.31 0.25 0.20
H 0.68 0.54 1.79 0.44
H 1.00 -1.16 1.69 0.35
```

Values from the calculation:
**ΔE to the lowest compared entry with this formula, charge and spin**: 18.6 kcal/mol
**Orbital gap**: 7.88 eV
**Net charge**: -1
**E_tot**: -362.49462 Eh

Density functional theory data (wB97M-V/def2-TZVPD) for a molecular structure, C4H4N2O.

```
11
Properties=species:S:1:pos:R:3:nbo_charge:R:1
O 2.35 -1.37 -0.03 -0.56
C 1.27 -0.79 -0.02 0.59
C 1.13 0.67 -0.02 -0.33
C -0.06 1.28 0.00 0.03
N -1.18 0.49 -0.02 -0.60
C -1.00 -0.86 -0.01 0.24
N 0.07 -1.54 0.00 -0.49
H 2.03 1.27 -0.04 0.24
H -0.25 2.34 -0.01 0.22
H -2.37 -0.01 0.33 0.50
H -1.99 -1.50 -0.18 0.17
```

Values from the calculation:
**ΔE to the lowest compared entry with this formula, charge and spin**: 77.1 kcal/mol
**Orbital gap**: 8.78 eV
**E_tot**: -339.45873 Eh

Density functional theory data (wB97M-V/def2-TZVPD) for a molecular structure, C20H43N5OPdSi.

```
71
Properties=species:S:1:pos:R:3:lowdin_spin:R:1
Pd -0.53 -0.28 0.30 0.89
N -0.82 2.91 3.14 0.00
C -0.55 1.67 2.67 0.01
O 0.46 1.46 1.99 0.04
C -1.51 0.57 3.04 0.05
C -1.97 -0.26 1.85 0.28
H -0.22 3.67 2.86 0.00
H -1.68 3.11 3.60 0.00
H -2.35 0.99 3.61 0.01
H -0.96 -0.06 3.75 0.00
H -2.88 0.15 1.41 0.03
H -2.16 -1.30 2.13 0.02
C 1.07 -1.38 -3.15 0.01
C 0.93 0.12 -2.85 0.06
C 2.11 0.48 -1.93 0.02
C 1.08 0.89 -4.18 0.02
Si -0.76 0.47 -1.95 0.29
C -2.22 -0.54 -2.74 0.04
C -2.26 -0.47 -4.27 0.01
C -3.57 -0.04 -2.20 0.00
C -2.12 -2.02 -2.30 0.02
C -1.15 2.37 -1.87 0.04
C -2.16 2.67 -0.76 0.02
C 0.12 3.14 -1.49 0.01
C -1.68 2.95 -3.19 0.01
H 2.08 -1.57 -3.55 0.00
H 0.36 -1.73 -3.90 0.00
H 0.95 -1.98 -2.25 0.00
H 3.05 0.26 -2.45 0.00
H 2.08 -0.11 -1.02 0.01
H 2.13 1.53 -1.65 0.00
H 2.02 0.60 -4.66 0.00
H 1.12 1.97 -4.02 0.00
H 0.27 0.68 -4.87 0.00
H -2.34 0.55 -4.63 0.00
H -3.13 -1.03 -4.64 0.00
H -1.38 -0.92 -4.73 0.00
H -3.81 0.96 -2.55 0.00
H -3.59 -0.04 -1.11 0.00
H -4.36 -0.71 -2.55 0.00
H -1.21 -2.50 -2.64 0.00
H -2.97 -2.57 -2.72 0.00
H -2.17 -2.11 -1.22 0.01
H -1.79 2.33 0.21 0.01
H -3.13 2.20 -0.93 0.00
H -2.32 3.75 -0.70 0.00
H 0.56 2.76 -0.56 0.00
H -0.13 4.20 -1.33 0.00
H 0.89 3.11 -2.27 0.00
H -2.64 2.52 -3.48 0.00
H -0.98 2.79 -4.02 0.00
H -1.82 4.03 -3.09 0.00
C 2.47 -3.47 5.26 0.00
C 3.10 -2.11 4.96 0.00
C 2.11 -0.98 5.18 0.00
C 3.71 -2.07 3.55 0.00
N 2.71 -2.20 2.50 0.00
C 1.97 -1.26 1.90 0.01
N 1.15 -1.86 1.07 0.04
N 1.40 -3.18 1.17 0.00
N 2.33 -3.39 2.01 0.00
H 2.12 -3.50 6.30 0.00
H 3.18 -4.28 5.12 0.00
H 1.61 -3.66 4.61 0.00
H 3.95 -1.96 5.63 0.00
H 1.22 -1.12 4.56 0.00
H 2.54 0.00 4.94 0.00
H 1.78 -0.96 6.22 0.00
H 4.41 -2.89 3.41 0.00
H 4.23 -1.14 3.38 0.00
H 2.02 -0.20 2.08 0.00
```

Values from the calculation:
**ΔE to the lowest compared entry with this formula, charge and spin**: 7.1 kcal/mol
**Multiplicity**: 3
**Orbital gap (alpha / beta)**: 6.80 / 8.09 eV
**E_tot**: -1554.18644 Eh